Below is 4 unconnected molecules or ions with the total composition C5H17NO2, with properties calculated with ωB97M-V/def2-TZVPD.

Bonds (Å) are listed after each position.
Cartesian coordinates (Å):
1 O -2.43 1.03 0.00  H19 0.964
2 O -1.63 -0.32 -1.88  H22 0.963, H24 1.137
3 N 2.41 -0.15 -0.03  C4 1.432, C5 1.445
4 C 1.45 -1.09 0.48  N3 1.432, C6 1.576, H9 1.112, H17 1.099
5 C 2.31 -0.02 -1.46  N3 1.445, H15 1.109, H16 1.113, H20 1.082
6 C 0.04 -0.44 0.76  C4 1.576, C7 1.510, C8 1.497, H25 1.139
7 C -1.06 -1.45 0.97  C6 1.510, H11 1.108, H12 1.123, H13 1.108
8 C 0.08 0.63 1.80  C6 1.497, H10 1.089, H14 1.106, H18 1.126
9 H 1.31 -1.91 -0.25  C4 1.112
10 H 0.23 0.34 2.84  C8 1.089
11 H -0.87 -2.10 1.85  C7 1.108
12 H -1.22 -2.25 0.20  C7 1.123
13 H -2.00 -0.88 1.05  C7 1.108
14 H -0.77 1.30 1.56  C8 1.106
15 H 1.27 0.29 -1.65  C5 1.109
16 H 2.67 -0.91 -2.03  C5 1.113
17 H 1.91 -1.64 1.32  C4 1.099
18 H 0.98 1.28 1.63  C8 1.126
19 H -3.33 1.31 -0.21  O1 0.964
20 H 2.99 0.80 -1.68  C5 1.082
21 H -0.46 2.79 -0.44  H23 0.749
22 H -1.92 -0.04 -2.75  O2 0.963
23 H 0.23 3.00 -0.66  H21 0.749
24 H -2.12 0.41 -1.16  O2 1.137
25 H -0.09 0.01 -0.28  C6 1.139

- spin multiplicity = 2
- net charge = -1
- relative energy (zero: lowest compared OMol25 entry of this formula, charge and spin) (kcal/mol) = 45.1
- frontier orbital gap (alpha / beta) (Eh) = 0.3007 / 0.2836
- E (Eh) = -405.83341


Below is 2 unconnected molecules or ions with the total composition C2H10N2O2, with properties calculated with ωB97M-V/def2-TZVPD.

Bonds (Å) are listed after each position.
Cartesian coordinates (Å):
1 O 0.74 -1.67 -0.74  C5 1.406, H14 0.962
2 O -0.40 2.60 -0.43  C6 1.412, H10 0.971
3 N -1.57 0.67 0.19  C6 1.441, H8 1.008, H12 1.003
4 N 1.20 -0.83 1.31  C5 1.452, H9 1.010, H16 1.008
5 C 1.02 -2.07 0.58  O1 1.406, N4 1.452, H7 1.094, H15 1.096
6 C -0.98 1.40 -0.90  O2 1.412, N3 1.441, H11 1.091, H13 1.095
7 H 0.19 -2.64 1.02  C5 1.094
8 H -0.88 0.35 0.84  N3 1.008
9 H 1.66 -0.96 2.19  N4 1.010
10 H -0.93 2.87 0.34  O2 0.971
11 H -0.16 0.88 -1.39  C6 1.091
12 H -2.14 -0.08 -0.15  N3 1.003
13 H -1.79 1.63 -1.60  C6 1.095
14 H 0.51 -2.46 -1.24  O1 0.962
15 H 1.91 -2.71 0.61  C5 1.096
16 H 1.65 -0.17 0.69  N4 1.008

- net charge = 0
- relative energy (zero: lowest compared OMol25 entry of this formula, charge and spin) (kcal/mol) = 19.9
- SMILES = NCO.NCO
- frontier orbital gap (Eh) = 0.3567
- E (Eh) = -342.16222


Below is 2 unconnected molecules or ions with the total composition CH3ClN2O2, with properties calculated with ωB97M-V/def2-TZVPD.

Bonds (Å) are listed after each position.
Cartesian coordinates (Å):
1 Cl 1.53 -1.78 -0.56  N4 1.708
2 O 2.44 0.82 0.08  N5 1.197
3 O 0.53 1.59 0.65  N5 1.180
4 N 0.60 -0.51 0.11  Cl1 1.708, N5 1.434
5 N 1.25 0.77 0.20  O2 1.197, O3 1.180, N4 1.434
6 C -1.50 -0.32 -0.14  H7 1.042, H8 1.031, H9 1.101
7 H -1.78 -0.95 0.64  C6 1.042
8 H -1.74 -0.34 -1.14  C6 1.031
9 H -1.32 0.72 0.16  C6 1.101

- spin multiplicity = 3
- net charge = 0
- relative energy (zero: lowest compared OMol25 entry of this formula, charge and spin) (kcal/mol) = 91.5
- frontier orbital gap (alpha / beta) (Eh) = 0.2615 / 0.3025
- E (Eh) = -759.74639


Below is 2 unconnected molecules or ions with the total composition C3H11NPS, with properties calculated with ωB97M-V/def2-TZVPD.

Bonds (Å) are listed after each position.
Cartesian coordinates (Å):
1 S 0.77 -0.30 2.42  P2 2.309, C6 1.819, H17 1.286
2 P 0.48 0.13 0.17  S1 2.309, C4 1.842
3 N -2.14 0.94 -3.00  C5 1.312, H7 1.037, H8 1.068
4 C 0.34 1.93 0.55  P2 1.842, H13 1.082, H15 1.096, H16 1.116
5 C -2.36 -0.21 -2.41  N3 1.312, H10 1.085, H11 1.092
6 C 2.31 -1.25 2.59  S1 1.819, H9 1.076, H12 1.125, H14 1.096
7 H -1.55 1.72 -2.66  N3 1.037
8 H -2.86 1.30 -3.70  N3 1.068
9 H 3.12 -0.57 2.74  C6 1.076
10 H -1.69 -0.74 -1.74  C5 1.085
11 H -3.31 -0.69 -2.68  C5 1.092
12 H 2.17 -1.97 3.45  C6 1.125
13 H 1.19 2.60 0.58  C4 1.082
14 H 2.36 -1.94 1.74  C6 1.096
15 H -0.23 1.98 1.48  C4 1.096
16 H -0.30 2.29 -0.30  C4 1.116
17 H -0.05 -1.21 2.04  S1 1.286

- net charge = +1
- relative energy (zero: lowest compared OMol25 entry of this formula, charge and spin) (kcal/mol) = 42.3
- frontier orbital gap (alpha / beta) (Eh) = 0.1579 / 0.1580
- E (Eh) = -914.81041